Here is a 3-piece molecular cluster, C45H51NO9P overall from the Open Molecules 2025 dataset. Energies are from the ωB97M-V functional and the def2-TZVPD basis.

Calculated values
Highest occupied orbital energy (alpha / beta): -0.301 / -0.350 Eh
<S²>: 0.75
Relative energy (zero: lowest compared OMol25 entry of this formula, charge and spin): 0.0 kcal per mole
LUMO level (alpha / beta): -1.04 / -1.04 eV

```
! wB97M-V def2-TZVPD RIJCOSX def2/J DEFGRID3
* xyz 0 2
C -1.384 3.599 1.558
C -2.009 2.612 0.570
C -1.743 3.110 -0.858
C -1.460 1.198 0.816
C -2.368 0.042 0.365
C -2.182 -0.285 -1.117
C -2.109 -1.178 1.274
O -2.179 -2.390 0.544
C -1.744 -3.629 1.115
C -2.789 -4.693 0.667
P -4.184 -4.264 -0.393
O -5.038 -5.436 -0.615
O -3.545 -3.619 -1.703
O -4.971 -3.008 0.236
C -0.389 -4.031 0.537
C 0.848 -3.267 1.034
C 2.041 -4.221 1.040
C 1.192 -2.100 0.096
N 0.626 -2.667 2.376
O 1.679 -2.172 2.899
C -0.366 -3.199 3.355
C 0.275 -4.361 4.125
C -0.678 -2.080 4.358
C -1.664 -3.676 2.649
H -1.892 4.564 1.532
H -0.333 3.762 1.299
H -1.407 3.211 2.578
H -3.093 2.595 0.733
H -0.768 2.758 -1.206
H -1.727 4.201 -0.889
H -2.489 2.763 -1.575
H -1.257 1.094 1.887
H -0.500 1.101 0.294
H -3.406 0.361 0.508
H -1.145 -0.545 -1.334
H -2.819 -1.107 -1.433
H -2.432 0.589 -1.721
H -2.878 -1.188 2.060
H -1.137 -1.077 1.759
H -3.286 -5.143 1.532
H -2.304 -5.509 0.125
H -4.190 -3.088 -2.198
H -5.228 -3.184 1.155
H -0.255 -5.097 0.755
H -0.452 -3.934 -0.550
H 1.858 -5.135 1.605
H 2.948 -3.734 1.390
H 2.217 -4.525 0.005
H 2.205 -1.748 0.288
H 1.094 -2.407 -0.946
H 0.517 -1.265 0.264
H 0.742 -5.083 3.454
H -0.492 -4.872 4.708
H 1.042 -3.983 4.801
H 0.208 -1.466 4.512
H -1.498 -1.446 4.026
H -0.955 -2.516 5.320
H -2.524 -3.161 3.082
H -1.794 -4.729 2.905
C -5.661 10.190 0.142
C -5.536 8.806 0.204
C -4.360 8.235 0.661
C -3.301 9.046 1.052
C -3.424 10.434 0.979
C -4.609 11.002 0.528
C -2.297 11.331 1.369
O -2.407 12.537 1.317
C -1.028 10.690 1.819
C 0.053 11.498 2.150
C 1.238 10.925 2.579
C 1.348 9.543 2.684
C 0.275 8.732 2.355
C -0.915 9.302 1.918
C -2.050 8.407 1.552
O -1.957 7.202 1.655
H -6.583 10.634 -0.211
H -6.358 8.174 -0.103
H -4.246 7.161 0.722
H -4.688 12.080 0.483
H -0.052 12.571 2.066
H 2.080 11.555 2.833
H 2.275 9.098 3.023
H 0.343 7.656 2.428
C 8.839 -6.311 -4.345
C 8.700 -5.941 -3.012
C 7.447 -5.653 -2.498
C 6.327 -5.729 -3.317
C 6.469 -6.091 -4.657
C 7.727 -6.386 -5.166
C 5.290 -6.157 -5.569
O 5.410 -6.481 -6.730
C 3.956 -5.804 -5.000
C 2.844 -5.816 -5.834
C 1.596 -5.502 -5.326
C 1.449 -5.179 -3.981
C 2.554 -5.165 -3.148
C 3.812 -5.471 -3.652
C 4.988 -5.426 -2.735
O 4.861 -5.148 -1.562
H 9.819 -6.540 -4.743
H 9.571 -5.877 -2.374
H 7.319 -5.367 -1.462
H 7.817 -6.670 -6.206
H 2.976 -6.074 -6.876
H 0.731 -5.509 -5.977
H 0.470 -4.939 -3.587
H 2.460 -4.915 -2.101
*
```

Here is a 2-piece molecular cluster, C13H13N2O5 overall in a non-equilibrium geometry from the Open Molecules 2025 dataset. Energies are from the ωB97M-V functional and the def2-TZVPD basis.

Calculated values
Highest occupied orbital energy: -0.450 Eh
LUMO level: -5.27 eV

```
! wB97M-V def2-TZVPD RIJCOSX def2/J DEFGRID3
* xyz 1 1
C 3.218 -4.770 0.633
C 2.173 -3.552 0.627
C 0.667 -3.921 0.619
N -0.323 -2.864 0.611
C 0.021 -1.457 0.638
O -0.946 -0.413 0.619
C 1.518 -0.973 0.648
C 2.633 -2.047 0.626
C 4.212 -1.717 0.584
O 4.731 -1.769 -0.563
O 4.998 -1.423 1.721
H 3.372 -5.241 -0.395
H 4.197 -4.360 1.084
H 2.776 -5.566 1.342
H 0.341 -5.012 0.586
H -1.318 -3.135 0.588
H -1.788 -0.727 0.206
H 1.801 0.131 0.669
H 4.534 -1.856 2.476
C -1.181 4.846 -0.855
C -2.482 5.293 -0.642
C -3.547 4.401 -0.716
C -3.295 3.060 -1.002
C -1.997 2.608 -1.224
C -0.938 3.507 -1.150
N -4.408 2.109 -1.057
O -5.535 2.540 -0.877
O -4.142 0.932 -1.277
H -0.352 5.544 -0.790
H -2.666 6.338 -0.414
H -4.556 4.762 -0.548
H -1.794 1.567 -1.452
H 0.077 3.165 -1.318
*
```

Here is C2H2FNO as an isolated structure in a non-equilibrium geometry from the Open Molecules 2025 dataset. Energies are from the ωB97M-V functional and the def2-TZVPD basis.

Calculated values
Highest occupied orbital energy (alpha / beta): -0.298 / -0.391 Eh
<S²>: 2.06
Relative energy (zero: lowest compared OMol25 entry of this formula, charge and spin): 128.0 kcal per mole
LUMO level (alpha / beta): -0.98 / -1.23 eV

```
! wB97M-V def2-TZVPD RIJCOSX def2/J DEFGRID3
* xyz 0 3
C 0.627 0.422 -0.104
C -0.810 0.123 -0.062
N 0.301 -0.827 -0.357
O 2.119 1.553 0.037
F 0.509 -1.987 0.289
H -1.219 0.176 1.030
H -1.528 0.540 -0.833
*
```

Q: Number 2 is which compound?
A: C13H13N2O5